Record 1
The following is a DFT calculation (ωB97M-V/def2-TZVPD) of C24H44N2OP2RuSi as an isolated structure.

Geometry as ORCA input:
```
! wB97M-V def2-TZVPD RIJCOSX def2/J DEFGRID3
* xyz 0 5
Ru -0.15211 -0.94235 -0.81626
P 2.32919 -1.06535 -0.98346
P -2.63271 -0.81525 -0.60476
N -0.19361 0.11385 -2.25776
H 1.28549 -3.48015 1.45654
C 3.09359 -2.54615 -1.81126
H 4.19729 -2.49015 -1.83496
H 2.70929 -2.61215 -2.84336
H 2.78749 -3.45835 -1.27086
C 3.26969 -1.01605 0.60974
H 4.34869 -1.19375 0.45484
H 2.86509 -1.78275 1.29134
H 3.12159 -0.02675 1.07304
C 3.06299 0.33115 -1.93676
H 4.16469 0.33815 -1.86376
H 2.65299 1.27465 -1.54106
H 2.75979 0.24005 -2.99256
C -3.66991 -2.18675 -1.31356
H -4.75211 -1.99005 -1.20586
H -3.41781 -3.12985 -0.79986
H -3.42411 -2.30005 -2.38316
C -3.30321 -0.70025 1.11574
H -4.40761 -0.69355 1.12814
H -2.92311 0.22505 1.57974
H -2.93221 -1.55895 1.69994
C -3.34071 0.67285 -1.43106
H -4.42091 0.77755 -1.22796
H -3.17051 0.58845 -2.51686
H -2.79981 1.56085 -1.06546
C -0.16861 0.92205 -3.35966
C -0.12711 1.22975 -5.78466
C -0.15571 0.38195 -4.67276
C -0.15221 2.33415 -3.20216
C -0.12291 3.16795 -4.32266
C -0.11021 2.62455 -5.61886
H -0.11741 0.79895 -6.79216
H -0.16851 -0.70625 -4.79006
H -0.16111 2.74205 -2.18676
H -0.10961 4.25505 -4.18556
H -0.08741 3.28325 -6.49316
C 0.20589 -3.54955 1.19164
O -0.11671 -2.46405 0.36544
C -0.01681 -4.86465 0.43294
H -0.45261 -5.62275 1.10814
H 0.93429 -5.25885 0.03354
H -0.71381 -4.70615 -0.40756
C -0.61561 -3.47305 2.48374
H -1.56651 -4.02475 2.37954
H -0.84281 -2.42015 2.72734
H -0.04741 -3.90095 3.32564
C -1.54711 1.04885 3.48114
Si -1.11761 1.85805 1.80054
C -2.57731 2.79155 1.06824
C -0.23941 3.37125 2.53434
N 0.00989 0.74035 0.78374
C 1.17079 0.95595 1.55064
C 2.02479 2.04705 1.24514
C 3.10899 2.34395 2.08104
C 3.34839 1.57065 3.22464
C 2.50809 0.49595 3.53964
C 1.41979 0.18535 2.71454
H -2.23181 1.71885 4.03904
H -0.63711 0.93485 4.09994
H -2.00301 0.04245 3.42984
H -2.94011 3.50465 1.83644
H -2.23961 3.38085 0.19144
H -3.45611 2.16905 0.83434
H 0.58989 3.06665 3.20504
H 0.13289 4.03925 1.73334
H -0.95661 3.93455 3.16674
H 1.83089 2.66555 0.37774
H 3.75749 3.17845 1.84844
H 4.18539 1.80635 3.86874
H 2.69649 -0.09485 4.42704
H 0.76789 -0.63785 2.97814
*
```

## Properties
* <S²>: 6.060
* HOMO energy (spin up / spin down): -0.2482 / -0.2601 hartree
* lowest unoccupied orbital energy (spin up / spin down): 0.0241 / -0.0411 Eh
* E_tot: -59664.7382 eV
* frontier orbital gap (spin up / spin down): 7.41 / 5.96 eV

Record 2
The following is a DFT calculation (ωB97M-V/def2-TZVPD) of C4H5NO in the gas phase.

Geometry as ORCA input:
```
! wB97M-V def2-TZVPD RIJCOSX def2/J DEFGRID3
* xyz 0 1
C 1.37872 -1.47659 -0.39407
C 1.19834 -0.18838 -0.25385
N 0.94543 1.00789 -0.13355
C -0.49010 1.31637 -0.03709
C -1.27278 0.16665 0.57617
O -2.29371 -0.28018 0.11219
H 1.51964 -2.10948 0.47252
H 1.33640 -1.91380 -1.38258
H -0.62163 2.21191 0.58032
H -0.87922 1.52497 -1.03826
H -0.82109 -0.25938 1.49820
*
```

## Properties
* structure (SMILES): C=C=NCC=O
* HOMO energy: -0.3427 hartree
* lowest unoccupied orbital energy: 0.0345 Eh
* E_tot: -7764.4565 eV
* frontier orbital gap: 10.27 eV

Record 3
The following is a DFT calculation (ωB97M-V/def2-TZVPD) of C28H47ClN2O2PdSbSi2 as an isolated structure.

Geometry as ORCA input:
```
! wB97M-V def2-TZVPD RIJCOSX def2/J DEFGRID3
* xyz 1 1
Pd -0.43502 0.41136 -0.42294
C -3.34968 -1.73391 -1.35926
Si -2.01034 -2.74174 -0.55431
C -2.08256 -4.49607 -1.19100
C -1.97588 -2.88183 1.29405
N -0.52674 -1.75915 -0.96644
C 0.50520 -2.08826 -1.64811
C 0.72932 -3.37600 -2.31603
C 1.91116 -3.66275 -2.87422
C 3.00624 -2.70365 -2.87642
C 2.88366 -1.49012 -2.32052
C 1.61894 -1.07898 -1.72188
N 1.40654 0.09530 -1.23646
Si 2.83504 1.07150 -0.60390
C 3.82362 -0.12004 0.42912
C 2.23337 2.36719 0.58672
C 3.80527 1.81935 -2.01833
H -4.33125 -1.97749 -0.94946
H -3.36822 -1.94252 -2.43153
H -3.18339 -0.66596 -1.21476
H -3.03735 -4.89591 -0.83560
H -1.29954 -5.13055 -0.77453
H -2.09043 -4.59104 -2.27739
H -2.98826 -3.00430 1.68629
H -1.52040 -2.04219 1.81100
H -1.41312 -3.78167 1.55450
H -0.06966 -4.09699 -2.33344
H 2.06469 -4.62455 -3.34414
H 3.93404 -2.97592 -3.36179
H 3.69857 -0.78255 -2.37724
H 3.25062 -0.38878 1.31955
H 4.73071 0.38610 0.76861
H 4.12528 -1.03903 -0.07063
H 1.49743 1.96427 1.28552
H 1.84066 3.27310 0.13408
H 3.10682 2.66585 1.17578
H 4.86919 1.61319 -1.88308
H 3.68326 2.90322 -2.04220
H 3.51275 1.43766 -2.99576
C -0.16123 4.99411 -3.08423
C 0.41454 3.73591 -2.43929
C 0.77860 2.71221 -3.51144
Sb -0.89572 2.83910 -0.96733
C -0.98993 4.09439 0.78129
C -2.38500 4.12210 1.39876
C -0.45502 5.49554 0.50738
C -2.83883 2.81119 -1.86706
C -2.83164 1.96456 -3.13780
C -3.45891 4.18391 -2.10698
H 0.59878 5.44727 -3.72567
H -0.47193 5.74553 -2.35962
H -1.01377 4.75439 -3.72063
H 1.30826 4.00657 -1.87395
H -0.08431 2.48765 -4.14149
H 1.13537 1.77060 -3.09854
H 1.55832 3.11711 -4.16085
H -0.31835 3.57205 1.46459
H -3.06632 4.75014 0.82519
H -2.31604 4.55497 2.39925
H -2.81612 3.12726 1.49293
H -1.10023 6.04099 -0.18389
H 0.55820 5.49232 0.10073
H -0.43213 6.06263 1.44080
H -3.41169 2.29585 -1.09535
H -2.36809 2.50244 -3.96721
H -3.85761 1.73596 -3.43528
H -2.30477 1.01604 -3.00848
H -2.93801 4.74043 -2.88562
H -3.48268 4.79947 -1.20958
H -4.49142 4.05206 -2.43960
Cl -8.23195 -0.94678 2.39095
C -6.54880 -0.57785 2.21750
C -5.65768 -0.97747 3.20337
C -4.31431 -0.68292 3.05650
C -3.85475 0.00062 1.93299
C -4.76699 0.39867 0.96472
C -6.11541 0.11366 1.09685
C -2.38252 0.27295 1.82688
O -1.62767 -0.08125 2.71080
O -1.97502 0.93597 0.76690
H -6.02065 -1.50791 4.07234
H -3.59772 -0.98045 3.80990
H -4.41690 0.93334 0.09565
H -6.82802 0.42032 0.34389
*
```

## Properties
* HOMO energy: -0.4072 hartree
* lowest unoccupied orbital energy: -0.1717 Eh
* E_tot: -75166.1971 eV
* frontier orbital gap: 6.41 eV

Record 4
The following is a DFT calculation (ωB97M-V/def2-TZVPD) of CH8FeO7 as an isolated structure.

Geometry as ORCA input:
```
! wB97M-V def2-TZVPD RIJCOSX def2/J DEFGRID3
* xyz 1 6
Fe -3.81596 -22.11654 -26.23624
C -6.11021 -22.98295 -26.91000
O -7.24130 -23.47068 -27.11553
O -5.91177 -22.06228 -26.07349
O -5.04520 -23.40291 -27.43417
O -3.88303 -20.55616 -24.84061
H -4.58053 -20.48787 -24.18864
H -3.70555 -19.65141 -25.09784
O -1.94014 -22.87335 -26.76569
H -1.52529 -22.47643 -27.53159
H -1.35966 -23.59560 -26.52565
O -3.66835 -23.45416 -24.67238
H -3.83809 -23.29739 -23.74348
H -3.54661 -24.40135 -24.73757
O -3.40918 -20.75598 -27.69683
H -4.19689 -20.52861 -28.19083
H -2.74262 -20.14676 -28.01427
*
```

## Properties
* <S²>: 8.764
* HOMO energy (spin up / spin down): -0.4905 / -0.4479 hartree
* lowest unoccupied orbital energy (spin up / spin down): -0.1463 / -0.2061 Eh
* E_tot: -49879.8312 eV
* frontier orbital gap (spin up / spin down): 9.37 / 6.58 eV

Record 5
The following is a DFT calculation (ωB97M-V/def2-TZVPD) of C2H9N2S2 as an isolated structure.

Geometry as ORCA input:
```
! wB97M-V def2-TZVPD RIJCOSX def2/J DEFGRID3
* xyz 1 1
C -1.07956 -0.20460 0.27460
C -0.31708 0.80513 1.03340
N -0.23302 -0.51494 -1.31327
N 1.14479 0.55522 1.35179
S 1.16776 -1.45835 -0.92622
S -1.08993 -1.37549 -2.53414
H -1.17331 -1.25530 0.44279
H -1.93042 0.28389 -0.03915
H -0.67663 1.15333 1.99764
H -0.30041 1.78480 0.49966
H 1.67498 1.39677 1.33372
H 1.48027 -0.01780 0.64440
H 1.27802 0.18881 2.23475
H 1.84201 -0.96350 -2.01008
H -1.78748 -0.37797 -2.98989
*
```

## Properties
* HOMO energy: -0.4437 hartree
* lowest unoccupied orbital energy: -0.1318 Eh
* E_tot: -26861.0071 eV
* frontier orbital gap: 8.49 eV

Record 6
The following is a DFT calculation (ωB97M-V/def2-TZVPD) of C20H25BrF6KN8O4S3 as an isolated structure.

Geometry as ORCA input:
```
! wB97M-V def2-TZVPD RIJCOSX def2/J DEFGRID3
* xyz -1 1
K -0.05319 0.73330 -0.82848
N -2.30416 -3.88191 -1.99246
C -1.46327 -2.80711 -1.84640
S -2.15266 -1.26576 -2.12543
N -0.23836 -3.16016 -1.47814
N 0.58263 -2.08984 -1.26425
C 1.81178 -2.40790 -1.10507
C 2.88834 -1.43697 -0.85159
C 4.19880 -1.92596 -0.80094
C 5.24354 -1.05232 -0.56643
C 4.95646 0.29159 -0.38097
C 3.62638 0.68831 -0.44317
N 2.61817 -0.13835 -0.67215
H -3.28901 -3.69793 -2.02114
H -1.96129 -4.75500 -1.62435
H 2.11230 -3.45782 -1.16158
H 4.37929 -2.98235 -0.95032
H 6.26274 -1.41679 -0.53014
H 5.72819 1.02563 -0.19290
H 3.35568 1.72995 -0.29705
F -1.64216 4.69123 2.69893
C -0.88064 3.67083 2.31137
F 0.23917 3.68644 3.05135
F -1.52834 2.53818 2.56882
S -0.39402 3.82865 0.53351
O 0.64706 2.84269 0.34719
O -0.03590 5.20333 0.35456
N -1.75337 3.39040 -0.11657
S -2.02917 3.31319 -1.67597
O -1.19113 2.32819 -2.31910
O -2.21455 4.57469 -2.32325
C -3.71512 2.56116 -1.60166
F -4.61424 3.45040 -1.17708
F -4.04720 2.19101 -2.84230
F -3.76229 1.49814 -0.81142
C -1.88260 -2.10405 1.72071
C -1.92890 -0.80765 2.49711
N -0.88778 -0.66530 3.51144
C -1.08894 -1.34245 4.77732
C -0.35740 -2.67187 4.90803
C 0.33887 -0.18521 3.12397
C 1.37177 0.06431 4.20096
N 0.56844 0.10917 1.89648
H -2.63808 -2.09128 0.93517
H -2.07682 -2.96859 2.36134
H -0.92140 -2.25021 1.23383
H -2.89000 -0.70656 3.01143
H -1.84589 0.04474 1.82450
H -2.16537 -1.49882 4.87493
H -0.82436 -0.68067 5.60849
H -0.65911 -3.36313 4.12343
H -0.56585 -3.13532 5.87489
H 0.72183 -2.53883 4.83212
H 1.00398 -0.05757 5.21602
H 1.73762 1.08577 4.09402
H 2.22007 -0.60865 4.06601
H 1.47323 0.57026 1.83321
Br -1.59415 -1.53932 -6.05188
C -0.46608 -0.19533 -5.33975
C -0.55321 1.11644 -5.76583
C 0.30012 2.03635 -5.18138
C 1.19247 1.59858 -4.21313
N 1.27385 0.33592 -3.81492
C 0.44604 -0.54712 -4.35683
H -1.27757 1.40766 -6.51392
H 0.26040 3.08480 -5.44272
H 1.85251 2.30720 -3.72462
H 0.48183 -1.56439 -3.98589
*
```

## Properties
* HOMO energy: -0.1628 hartree
* lowest unoccupied orbital energy: 0.0809 Eh
* E_tot: -176438.1347 eV
* frontier orbital gap: 6.63 eV

Record 7
The following is a DFT calculation (ωB97M-V/def2-TZVPD) of CH4NO3S as an isolated structure.

Geometry as ORCA input:
```
! wB97M-V def2-TZVPD RIJCOSX def2/J DEFGRID3
* xyz -1 1
C -1.00471 1.22496 -1.22200
N 0.52219 -1.64455 1.22430
O 0.92314 -0.53774 -1.03730
O 1.08541 1.54818 0.25468
O -0.52936 -0.68558 1.28640
S 0.16657 0.57030 -0.34138
H -1.52327 1.89788 -0.52174
H -1.64956 0.51854 -1.71558
H 0.71480 -1.57037 0.25415
H 1.29481 -1.32163 1.81847
*
```

## Properties
* HOMO energy (spin up / spin down): -0.1334 / -0.1335 hartree
* lowest unoccupied orbital energy (spin up / spin down): 0.1475 / 0.1475 Eh
* E_tot: -19566.7448 eV
* frontier orbital gap (spin up / spin down): 7.64 / 7.65 eV

Record 8
The following is a DFT calculation (ωB97M-V/def2-TZVPD) of C4H7NO as an isolated structure.

Geometry as ORCA input:
```
! wB97M-V def2-TZVPD RIJCOSX def2/J DEFGRID3
* xyz 0 1
C 0.86425 0.27472 1.37163
C -0.14155 0.96765 -0.76751
C 0.04339 -0.38084 -1.49303
C -0.70455 -0.93472 -0.33370
O -1.59024 -1.72023 -0.14288
N -0.38335 0.24896 0.58001
H 0.67548 0.07745 2.41300
H 1.56513 -0.46944 1.00783
H 1.38920 1.23070 1.28514
H -1.06982 1.46737 -1.02308
H -0.50637 -0.52610 -2.42518
H 1.08017 -0.72390 -1.60695
H -1.22173 0.48839 1.13473
*
```

## Properties
* HOMO energy: -0.2647 hartree
* lowest unoccupied orbital energy: 0.0287 Eh
* E_tot: -7795.4713 eV
* frontier orbital gap: 7.98 eV